[1]
Here is an isolated molecule of C3H3NO2 from the OMol25 dataset. Energies are from the ωB97M-V functional and the def2-TZVPD basis.

Structure (XYZ):
```
9
Properties=species:S:1:pos:R:3:forces:R:3
N 2.09409 -0.45966 -1.32251 -0.575 0.449 0.185
C 1.22098 -0.06597 -0.68106 0.522 -0.260 -0.444
C 0.17243 0.24472 0.30047 0.205 -0.187 0.184
O -0.39338 1.52439 0.29692 -0.005 0.159 0.034
C -0.91310 -0.85658 0.24694 0.251 -0.231 -0.019
O -0.63145 -2.01637 0.15773 -0.230 0.299 0.064
H 0.72665 0.13985 1.24224 -0.395 -0.101 0.198
H -0.32181 1.96798 -0.55068 0.064 -0.131 -0.221
H -1.95441 -0.47836 0.30994 0.162 0.003 0.021
```
Forces are in eV/Å.

Results
- SMILES string: N#C[C@@H](O)C=O
- Frontier orbital gap: 10.9 eV
- Relative energy (zero: lowest compared OMol25 entry of this formula, charge and spin): 1.993 eV
- Largest force on an atom: 0.8 eV Å⁻¹
- E_HOMO: -0.3910 Ha

***

[2]
Here is a structure of composition C13H20N9RhS4 from the OMol25 dataset. Energies are from the ωB97M-V functional and the def2-TZVPD basis.

Structure (XYZ):
```
47
Properties=species:S:1:pos:R:3:forces:R:3
Rh -0.01420 -0.27988 0.65516 -0.012 -0.035 0.023
C 4.60545 2.19481 0.83397 -0.015 0.001 -0.009
S 4.57248 0.54702 0.10755 -0.013 -0.017 0.012
C 2.93262 0.05770 0.29389 0.023 0.023 0.025
S 1.76678 1.11885 1.04422 0.020 0.020 -0.015
N 2.68645 -1.14660 -0.16686 -0.021 -0.004 -0.066
N 1.39811 -1.52387 -0.02288 0.015 -0.018 0.021
C 1.03356 -2.71831 -0.33073 0.016 0.003 0.008
C -0.36120 -3.08172 -0.08069 -0.001 -0.018 0.012
C -0.84263 -4.36592 -0.27848 0.008 0.009 -0.001
C -2.16944 -4.64104 0.02426 -0.012 0.004 0.001
C -2.97835 -3.62983 0.52055 0.003 -0.007 -0.002
C -2.43770 -2.36494 0.68644 -0.001 0.008 -0.001
N -1.16546 -2.09103 0.38567 0.012 0.018 0.006
H 5.63467 2.52802 0.71494 0.005 -0.008 0.005
H 4.36223 2.16315 1.89293 0.008 0.012 0.007
H 3.94584 2.87560 0.30178 -0.007 -0.009 -0.002
H 1.75467 -3.42508 -0.72531 0.000 -0.003 0.007
H -0.18396 -5.13517 -0.65800 0.000 0.000 -0.001
H -2.56515 -5.63684 -0.12389 0.000 -0.001 0.001
H -4.01428 -3.80839 0.77054 -0.001 0.001 -0.001
H -3.02992 -1.53313 1.04859 0.000 -0.002 0.000
N 0.25588 -0.86490 2.65269 0.009 0.030 0.001
N -0.54176 -0.14558 3.56949 -0.018 -0.043 0.007
C -1.42261 0.78780 3.15949 -0.003 0.016 -0.013
N -2.11510 1.42016 4.09564 0.005 0.003 0.002
S -1.66121 1.14861 1.51718 0.008 -0.008 0.000
H 0.08196 -1.86072 2.77981 0.001 -0.001 0.015
H 1.23855 -0.66104 2.85170 -0.009 -0.005 -0.022
H -0.33312 -0.27671 4.54937 0.004 0.006 0.000
H -2.02765 1.21894 5.07955 0.005 0.006 0.001
H -2.75368 2.15154 3.82522 -0.004 -0.004 -0.001
C -0.28996 4.54923 -3.11774 0.005 -0.009 -0.012
C 0.74977 3.42766 -3.18695 -0.006 0.002 -0.005
C 0.20149 2.13385 -2.68247 0.025 0.009 0.007
N 0.38757 1.68100 -1.49999 -0.006 0.016 0.020
N -0.26849 0.48920 -1.26124 -0.015 -0.009 -0.020
C -0.96792 0.07294 -2.30116 -0.003 0.001 0.010
N -1.74121 -1.02231 -2.35957 0.038 -0.017 -0.026
S -0.82926 1.12177 -3.65708 -0.030 0.009 -0.004
H 0.14042 5.47775 -3.48740 -0.001 0.001 0.001
H -0.61805 4.70739 -2.09086 -0.003 0.003 0.001
H -1.16433 4.32055 -3.72802 -0.002 0.003 -0.001
H 1.61909 3.66726 -2.57525 -0.012 -0.001 0.014
H 1.09793 3.29534 -4.21267 0.010 -0.006 0.000
H -1.77838 -1.66452 -1.59237 -0.023 0.015 -0.005
H -2.19051 -1.27860 -3.22099 -0.003 0.005 0.001
```
Forces are in eV/Å.

Results
- Frontier orbital gap: 7.1 eV
- Relative energy (zero: lowest compared OMol25 entry of this formula, charge and spin): 0.203 eV
- Net charge: +2
- Largest force on an atom: 0.1 eV Å⁻¹
- E_HOMO: -0.5102 Ha

***

[3]
Here is a cluster of 2 separate species, C4H10O in total from the OMol25 dataset. Energies are from the ωB97M-V functional and the def2-TZVPD basis.

Structure (XYZ):
```
15
Properties=species:S:1:pos:R:3:forces:R:3
O -3.19345 -1.64718 2.61050 -0.383 -0.149 0.009
C -2.13684 -0.93371 2.52967 0.227 0.102 -0.096
H -2.17751 0.15560 2.33697 0.079 -0.099 0.043
H -1.14876 -1.36829 2.75481 0.107 0.160 -0.007
C 0.33280 -0.12219 -2.01381 -0.533 0.037 -1.782
C 1.31417 0.08502 -0.90365 0.564 -0.004 0.673
C 0.87329 1.09971 0.15996 -0.444 -1.270 -0.112
H -0.11359 0.78590 -2.44468 0.385 0.196 0.289
H 0.80614 -0.62126 -2.87302 -0.013 -0.012 0.164
H -0.54562 -0.72490 -1.78276 0.168 -0.125 0.586
H 1.46256 -0.88840 -0.42186 -0.202 0.105 0.195
H 2.33120 0.31488 -1.24733 -0.235 0.250 -0.365
H 1.46538 0.88177 1.04755 -0.020 0.582 0.192
H -0.16340 0.84105 0.39397 -0.008 0.164 0.302
H 0.89363 2.14201 -0.14633 0.310 0.065 -0.090
```
Forces are in eV/Å.

Results
- Frontier orbital gap (alpha / beta): 3.1 / 6.4 eV
- Relative energy (zero: lowest compared OMol25 entry of this formula, charge and spin): 0.289 eV
- Net charge: -1
- 2S+1: 2
- Largest force on an atom: 1.9 eV Å⁻¹
- E_HOMO (alpha / beta): 0.0242 / -0.1018 Ha

***

[4]
Here is a structure of composition C25H24ClF10N4PW from the OMol25 dataset. Energies are from the ωB97M-V functional and the def2-TZVPD basis.

Structure (XYZ):
```
66
Properties=species:S:1:pos:R:3:forces:R:3
W 0.44145 0.00855 0.37340 0.128 0.023 -0.275
C 2.65628 -1.69581 1.57286 0.002 0.032 -0.001
N 1.91741 -0.46971 1.99198 0.012 -0.003 0.061
C 2.87797 0.64969 2.13006 -0.052 0.015 0.008
C 3.28968 1.06758 0.72746 0.019 0.004 0.032
N 2.09622 0.89603 -0.10774 -0.079 -0.012 0.078
C 2.19328 1.29912 -1.47033 -0.016 -0.013 0.010
C 1.82269 2.56968 -1.89886 -0.025 0.035 0.007
F 1.32820 3.44055 -1.01317 0.041 -0.010 -0.035
C 1.96106 2.96277 -3.21805 -0.020 0.026 0.018
F 1.58274 4.16981 -3.59664 0.008 -0.018 0.003
C 2.50272 2.07638 -4.13904 -0.006 0.013 -0.052
F 2.63134 2.43458 -5.39637 0.000 -0.010 0.039
C 2.90137 0.80537 -3.73763 0.020 -0.037 -0.007
F 3.40455 -0.04063 -4.61775 -0.008 0.016 0.017
C 2.74669 0.43470 -2.41655 -0.011 -0.042 0.012
F 3.10654 -0.79315 -2.03223 -0.008 0.039 -0.014
C 1.16010 -0.74172 3.23351 0.009 0.023 -0.015
C 0.03120 -1.69160 2.87066 0.012 -0.008 0.012
N -0.40358 -1.33980 1.50967 -0.025 -0.008 0.018
C -1.33568 -2.24657 0.92571 -0.037 0.015 -0.018
C -2.65746 -2.31149 1.35360 -0.009 0.013 0.042
F -3.05939 -1.51059 2.34471 0.012 -0.023 -0.020
C -3.57495 -3.15547 0.75467 -0.022 0.007 0.007
F -4.82679 -3.18431 1.17183 0.023 0.000 -0.008
C -3.17513 -3.95455 -0.30952 -0.064 -0.026 -0.006
F -4.04672 -4.74125 -0.90586 0.024 0.022 0.017
C -1.86219 -3.91200 -0.75530 0.061 0.002 -0.011
F -1.48013 -4.65402 -1.78158 -0.004 0.005 0.005
C -0.96083 -3.07300 -0.12604 0.008 -0.006 -0.030
F 0.30037 -3.00937 -0.58871 -0.014 -0.017 0.008
H 3.35164 -1.99313 2.36020 0.004 -0.004 -0.003
H 3.21573 -1.50355 0.65958 -0.013 0.019 -0.001
H 1.96371 -2.51016 1.37851 -0.012 -0.009 0.023
H 3.73504 0.35591 2.73969 0.010 0.000 0.002
H 2.35957 1.46788 2.62884 0.037 -0.030 -0.012
H 4.10894 0.46402 0.32990 0.008 -0.001 0.002
H 3.61611 2.10910 0.71229 -0.005 0.007 0.003
H 0.76648 0.21036 3.59219 0.008 -0.001 -0.007
H 1.80566 -1.16336 4.00781 0.005 0.002 0.001
H -0.79862 -1.59510 3.57315 0.003 -0.002 0.000
H 0.35257 -2.73544 2.89089 0.005 -0.003 0.003
Cl -4.88550 -0.53117 -1.63454 -0.008 0.001 0.000
C -3.22054 -0.57674 -2.03792 -0.015 -0.012 0.017
C -2.78055 -1.01912 -3.27783 -0.012 -0.006 -0.017
C -1.41579 -1.05875 -3.51012 0.008 0.003 -0.017
C -0.54506 -0.68410 -2.50726 0.032 -0.028 0.007
N -0.96744 -0.23222 -1.31116 -0.128 0.001 0.010
C -2.29463 -0.17004 -1.09887 0.023 -0.007 -0.003
H -3.49177 -1.33196 -4.03100 0.003 0.003 -0.003
H -1.02342 -1.40375 -4.45623 0.000 -0.007 0.004
H 0.52306 -0.76657 -2.64488 0.019 -0.001 0.011
H -2.63041 0.17800 -0.13257 0.005 0.010 0.009
C 0.26639 3.20623 1.98986 0.018 -0.015 -0.006
P -0.78295 1.99996 1.13492 0.065 -0.019 0.088
C -2.02262 1.56566 2.38577 -0.031 -0.010 -0.013
C -1.69582 2.98893 -0.08252 0.007 0.013 0.013
H -0.32589 4.08871 2.23549 -0.009 0.003 -0.004
H 1.10208 3.50378 1.36050 0.004 0.012 0.011
H 0.64267 2.77731 2.91899 -0.028 0.008 -0.013
H -2.46965 2.48587 2.76612 0.010 0.001 -0.002
H -1.55415 1.03007 3.21079 -0.004 0.000 -0.005
H -2.81264 0.93866 1.97644 0.008 -0.003 -0.006
H -2.16982 3.82422 0.43505 -0.010 0.011 -0.003
H -2.47127 2.40421 -0.57410 0.006 0.011 0.013
H -1.02012 3.38654 -0.83669 0.007 -0.003 -0.007
```
Forces are in eV/Å.

Results
- Frontier orbital gap (alpha / beta): 7.1 / 6.9 eV
- Relative energy (zero: lowest compared OMol25 entry of this formula, charge and spin): 0.031 eV
- Net charge: +2
- Largest force on an atom: 0.3 eV Å⁻¹
- E_HOMO (alpha / beta): -0.5254 / -0.5237 Ha